--- a ---
{"formula": "S2", "method": "the ωB97M-V functional and the def2-TZVPD basis", "elements": ["S", "S"], "coordinates": [[0.00000, 0.00000, 1.44320], [0.00000, 0.00000, -1.44320]], "lowdin_charge": [0.00, 0.00], "e_homo_ev": -10.024, "homo_lumo_gap_ev": 5.348}

---

--- b ---
{"formula": "S2", "method": "the ωB97M-V functional and the def2-TZVPD basis", "elements": ["S", "S"], "coordinates": [[0.00000, 0.00000, 1.20280], [0.00000, 0.00000, -1.20280]], "lowdin_charge": [0.00, 0.00], "e_homo_ev": -9.476, "homo_lumo_gap_ev": 5.585}

---

Ranked by calculated energy, most stable first: b, a.

---

--- a ---
{"formula": "C4H12BN", "method": "the ωB97M-V functional and the def2-TZVPD basis", "elements": ["C", "B", "C", "N", "C", "C", "H", "H", "H", "H", "H", "H", "H", "H", "H", "H", "H", "H"], "coordinates": [[0.69251, -1.84565, 0.00889], [0.56241, -0.29784, 0.16583], [1.93515, 0.46172, 0.25976], [-0.64719, 0.36057, -0.01262], [-0.77901, 1.81447, 0.05328], [-1.81464, -0.44148, -0.28228], [0.47854, -2.16383, -1.01200], [1.70873, -2.17174, 0.23224], [-0.00601, -2.30374, 0.68729], [2.68780, -0.06760, 0.82853], [2.29352, 0.56760, -0.77398], [1.79179, 1.46432, 0.70482], [-1.85255, 2.13204, 0.16012], [-0.24539, 2.24609, 0.87507], [-0.40302, 2.25928, -0.85242], [-1.85822, -0.77343, -1.33230], [-2.77156, 0.10052, -0.07393], [-1.77286, -1.34129, 0.36372]], "lowdin_charge": [-0.03, -0.55, -0.03, -0.13, -0.06, -0.08, 0.07, 0.06, 0.05, 0.05, 0.08, 0.05, 0.10, 0.07, 0.08, 0.09, 0.09, 0.08], "e_homo_ev": -9.197, "homo_lumo_gap_ev": 9.901, "smiles": "CB(C)N(C)C"}

---

--- b ---
{"formula": "C4H12BN", "method": "the ωB97M-V functional and the def2-TZVPD basis", "elements": ["B", "C", "C", "C", "C", "N", "H", "H", "H", "H", "H", "H", "H", "H", "H", "H", "H", "H"], "coordinates": [[2.44485, 0.12317, -0.42505], [-0.28908, 1.11654, -0.78481], [-1.83026, -0.83435, -0.17816], [0.11790, 0.00967, 1.32444], [-0.29190, -0.36195, -0.07977], [0.58939, -1.30199, -0.67183], [2.95553, -0.22313, 0.51287], [2.70516, 0.91334, -1.31231], [-1.13679, 1.08517, -1.42039], [-0.32079, 1.84659, 0.05331], [0.67659, 1.27802, -1.30726], [-2.32443, -0.25189, 0.65945], [-2.11602, -1.87280, -0.03307], [-2.29509, -0.48536, -1.09603], [0.43018, -0.93838, 1.68574], [1.00933, 0.64871, 1.23137], [-0.73355, 0.46626, 1.80562], [0.52956, -1.30329, -1.65425]], "lowdin_charge": [0.31, -0.05, -0.04, -0.10, -0.72, 0.06, -0.04, 0.00, 0.04, 0.08, 0.03, 0.08, 0.06, 0.05, 0.08, 0.05, 0.08, 0.01], "e_homo_ev": -8.254, "homo_lumo_gap_ev": 7.772}

---

Ranked by calculated energy, most stable first: a, b.

---

--- a ---
{"formula": "C3H16N2O3", "method": "the ωB97M-V functional and the def2-TZVPD basis", "elements": ["N", "C", "C", "C", "N", "H", "H", "H", "H", "H", "H", "H", "H", "H", "H", "O", "H", "H", "O", "H", "H", "O", "H", "H"], "coordinates": [[1.09475, 0.11930, 1.51514], [1.71197, 0.00582, 0.18026], [0.70390, -0.45534, -0.85964], [0.46065, -1.96679, -0.95498], [-0.98251, -2.27335, -0.91275], [1.43147, -0.48110, 2.24750], [0.10469, -0.00744, 1.34320], [2.06520, 0.99036, -0.13843], [2.59198, -0.64482, 0.16205], [0.83624, -0.06037, -1.86567], [-0.24775, -0.01565, -0.54813], [0.96584, -2.38169, -1.83805], [0.91064, -2.52233, -0.12647], [-1.09184, -3.24985, -0.66919], [-1.40972, -2.10964, -1.81394], [-0.15374, 3.27098, 1.69409], [-0.22602, 2.30854, 1.62487], [0.79899, 3.39312, 1.60531], [-2.32919, -0.31220, 1.09003], [-2.98505, -0.32196, 0.38905], [-1.98270, -1.21078, 1.10750], [-0.52112, 2.35715, -1.16146], [-0.31788, 3.11935, -0.61350], [-1.42879, 2.44868, -1.45681]], "lowdin_charge": [0.02, -0.28, -0.23, -0.28, -0.01, 0.06, 0.03, 0.09, 0.11, 0.11, 0.07, 0.10, 0.11, 0.06, 0.07, -0.07, 0.01, 0.04, -0.07, 0.03, 0.01, -0.05, 0.02, 0.04], "e_homo_ev": -9.069, "homo_lumo_gap_ev": 9.819, "smiles": "NCCCN.O.O.O"}

---

--- b ---
{"formula": "C3H16N2O3", "method": "the ωB97M-V functional and the def2-TZVPD basis", "elements": ["N", "C", "C", "N", "C", "H", "H", "H", "H", "H", "H", "H", "H", "H", "H", "H", "H", "O", "H", "H", "O", "H", "H", "O"], "coordinates": [[0.02277, -0.60776, 1.44822], [-0.15835, -1.37660, 0.24379], [0.16958, -0.71968, -1.06980], [-0.89670, -0.52608, -2.10456], [-1.65218, 0.76341, -1.72686], [0.40052, -1.13271, 2.26840], [-1.35983, 0.91827, 1.11872], [0.52349, -2.21965, 0.18992], [-1.11004, -1.83801, 0.08202], [0.67525, 0.20995, -0.87288], [0.91925, -1.27751, -1.60404], [-0.48989, -0.31522, -3.04796], [-0.95742, 1.61254, -1.63221], [-2.34646, 1.12978, -2.57332], [-2.28242, 0.61950, -0.84563], [-0.69421, 1.25078, 0.45495], [-2.43053, 1.71031, 2.05692], [-2.43020, 0.97024, 1.43465], [3.67699, -0.70528, -0.22388], [2.44884, 0.24024, 0.45179], [2.69683, -0.52162, -0.23530], [2.12916, 1.43604, 2.22668], [0.87192, 0.26225, 1.47396], [1.73194, 1.30549, 1.34918]], "lowdin_charge": [0.06, -0.28, -0.27, -0.08, -0.13, 0.12, -0.01, 0.12, 0.11, 0.08, 0.11, 0.11, 0.07, 0.10, 0.04, 0.31, 0.05, -0.09, 0.05, 0.01, -0.17, 0.00, 0.01, -0.33], "e_homo_ev": -9.070, "homo_lumo_gap_ev": 5.588}

---

Ranked by calculated energy, most stable first: a, b.